33
Properties=species:S:1:pos:R:3 method="wB97M-V/def2-TZVPD" e_homo_ev=-10.729 e_above_lowest_kj_mol=649.9 e_tot_ev=-31076.504 orbital_gap_ev=7.0 charge=+1 spin_multiplicity=1
P 0.468 3.402 2.772
O -2.481 5.863 0.884
O -1.096 6.571 2.624
O 0.843 -1.653 -0.935
O -2.888 4.708 -1.147
N -1.056 -3.472 -1.402
N 1.615 4.455 3.132
C -2.399 4.823 -0.053
C -1.435 3.743 0.573
C 1.034 -2.439 -2.107
C 0.296 -3.775 -1.973
C -0.802 4.257 1.692
C -1.420 5.727 1.836
C 1.893 -1.767 0.032
C 0.989 -4.766 -1.048
C -1.513 1.217 -0.537
C -1.297 2.331 -0.068
H -1.652 -2.980 -2.076
H 2.849 -2.038 -0.419
H -0.163 2.865 3.956
H -1.932 0.229 -0.870
H 1.072 2.345 2.022
H 0.142 -4.231 -2.954
H 1.635 4.543 4.158
H 0.581 -1.872 -2.927
H 2.090 -2.568 -2.358
H -1.558 -4.299 -1.066
H 1.614 -2.507 0.784
H -0.926 -2.819 -0.614
H 2.046 -4.858 -1.302
H 0.538 -5.757 -1.142
H 1.999 -0.804 0.532
H 0.913 -4.476 0.003


101
Properties=species:S:1:pos:R:3 method="wB97M-V/def2-TZVPD" e_homo_ev=-10.018 e_above_lowest_kj_mol=74.8 e_tot_ev=-99417.297 orbital_gap_ev=8.0 charge=+1 spin_multiplicity=1
Ag -0.606 -1.306 -0.581
S 2.658 0.104 -0.800
S -1.039 0.546 1.115
P -5.014 -2.216 -0.610
O 2.549 0.047 0.663
O -5.322 -0.738 0.227
O -3.904 0.762 -0.987
O -6.495 -2.606 -1.095
O -4.707 -3.087 0.738
N -1.619 -0.780 -5.366
N -1.090 -1.377 -4.192
N -1.964 -1.076 -3.246
N -2.743 -0.097 -5.080
N 0.027 -3.302 -0.962
N -1.157 -1.025 -6.615
C -2.167 4.507 -0.891
C 1.309 -5.138 -0.111
C 1.081 2.317 1.005
C -2.747 -2.160 3.555
C 1.887 3.358 1.588
C 2.450 4.440 0.830
C 6.207 1.999 -0.357
C -0.282 3.229 -2.471
C 3.190 5.430 1.458
C 1.230 -4.685 -2.455
C 4.437 0.448 -0.971
C 7.117 0.929 -0.361
C 0.403 -3.586 -2.191
C -0.133 -1.476 2.881
C -0.159 3.108 -1.038
C 0.525 1.558 3.242
C -1.215 3.743 -0.309
C 0.480 -4.030 0.090
C 1.651 1.541 -1.382
C 1.732 -5.429 -1.384
C -1.691 -2.632 4.351
C -2.509 -1.237 2.549
C 1.495 2.329 3.816
C -4.454 -4.488 0.787
C 0.863 2.267 -0.494
C 2.979 4.284 3.601
C 5.397 -0.577 -1.120
C 2.177 3.270 3.001
C -0.400 -2.286 3.982
C 3.428 5.364 2.840
C 8.533 1.136 0.084
C 0.600 2.515 -3.342
C -2.949 -0.312 -3.796
C -2.223 4.652 -2.282
C -1.897 -3.388 5.620
C -1.319 3.965 -3.079
C 6.703 -0.366 -0.745
C 4.857 1.744 -0.615
C 1.563 1.692 -2.794
C -1.185 -0.844 2.221
C -7.590 -2.617 -0.129
C 0.350 1.477 1.842
C -5.150 0.544 -0.344
H 2.354 -6.299 -1.582
H 0.398 -2.634 4.588
H -0.010 -2.995 -2.977
H -3.136 0.547 -0.356
H -2.637 -4.235 5.540
H -5.895 0.653 -1.161
H 8.668 0.650 1.059
H -7.597 -1.805 0.604
H -5.334 1.265 0.452
H -1.343 -0.399 -7.417
H 0.930 -1.242 2.623
H -0.928 -3.786 6.021
H 2.232 1.056 -3.395
H -3.789 0.156 -3.267
H 8.777 2.223 0.256
H -1.210 3.635 0.785
H -5.248 -5.049 0.275
H 5.081 -1.615 -1.319
H 3.542 6.295 0.904
H -2.941 4.976 -0.285
H -3.315 -0.755 2.011
H -8.496 -2.560 -0.800
H -3.482 -4.717 0.373
H 7.416 -1.186 -0.720
H 6.539 2.980 -0.069
H 4.153 2.573 -0.600
H 0.266 -3.658 1.069
H 0.581 2.777 -4.380
H 2.171 4.583 -0.207
H 9.220 0.693 -0.684
H -3.779 -2.439 3.704
H -0.365 -1.648 -6.712
H -1.435 4.082 -4.181
H 1.565 -5.792 0.766
H -2.957 5.308 -2.705
H 3.315 4.264 4.633
H 1.463 -4.874 -3.491
H -0.150 1.028 3.899
H 1.782 2.345 4.851
H -7.639 -3.586 0.385
H -2.343 -2.719 6.413
H 3.890 6.220 3.358
H -4.463 -4.760 1.847


16
Properties=species:S:1:pos:R:3 method="wB97M-V/def2-TZVPD" e_homo_ev=-8.880 e_above_lowest_kj_mol=668.2 e_tot_ev=-9324.783 orbital_gap_ev=9.7 charge=0 smiles="C=C1[C@@H]2N[C@@H]2[C@H]2N[C@@H]12" spin_multiplicity=1
N 0.011 -0.673 1.993
N -0.493 -0.765 -1.497
C -0.923 -0.983 0.815
C -0.449 0.311 0.951
C 0.709 2.060 -0.333
C 0.781 -0.615 -0.950
C -0.288 -1.495 -0.333
C 0.653 0.677 -0.078
H -2.013 -0.786 1.116
H 1.773 -1.206 -1.323
H -0.835 0.279 -1.317
H 1.013 2.728 -1.355
H -0.270 -2.569 -0.744
H 0.897 -1.127 1.558
H -0.895 1.165 1.488
H 0.329 3.000 0.008


51
Properties=species:S:1:pos:R:3 method="wB97M-V/def2-TZVPD" e_homo_ev=-7.646 e_above_lowest_kj_mol=1451.4 e_tot_ev=-45161.816 orbital_gap_ev=7.8 charge=0 spin_multiplicity=1
S -0.010 -0.553 -1.226
O 0.783 -1.595 -0.268
O 0.011 -0.954 -2.519
O 3.599 3.127 2.501
O -0.168 1.026 1.254
N -1.566 -0.249 -0.643
N 1.008 -0.558 2.189
C 2.176 0.103 2.580
C -3.724 -2.637 1.245
C -2.143 1.287 -3.819
C -2.350 0.242 -3.015
C -3.238 -1.713 0.270
C 0.721 1.086 -1.466
C -1.329 -0.848 1.569
C -1.926 -1.078 0.287
C 4.735 0.960 3.123
C 4.486 -0.425 3.210
C -2.163 -0.014 -5.885
C -2.628 -1.128 -4.946
C -1.912 1.223 -5.316
C 4.903 3.892 2.798
C -1.762 -1.598 2.465
C -2.393 0.653 -1.606
C -0.256 -0.067 1.725
C -2.509 -0.980 -3.621
C 3.199 -0.621 2.996
C 3.618 1.871 2.650
C 2.510 1.340 2.292
C -2.932 -2.384 2.483
H 0.600 1.773 -0.648
H -2.835 -2.070 -5.160
H -3.618 -1.701 -0.799
H 5.151 -1.066 3.687
H 0.418 1.713 -2.254
H -1.865 2.187 -5.869
H 5.739 3.388 2.128
H 4.865 4.927 2.779
H 0.817 -1.489 2.273
H -3.305 0.537 -1.159
H -3.364 -3.060 3.156
H -2.241 -0.252 -6.834
H 1.767 0.861 -1.408
H -4.459 -3.159 1.267
H 5.211 3.659 3.728
H -1.292 -1.597 3.407
H 3.069 -2.022 3.160
H -2.104 1.781 -1.135
H -2.949 -1.564 -2.984
H -1.696 2.220 -3.598
H 5.651 1.428 3.240
H 1.561 1.895 2.189


80
Properties=species:S:1:pos:R:3 method="wB97M-V/def2-TZVPD" e_homo_ev=-9.973 e_above_lowest_kj_mol=175.5 e_tot_ev=-1422239.137 orbital_gap_ev=10.1 charge=0 smiles=BrCCBr.BrCCBr.BrCCBr.BrCCBr.BrCCBr.BrCCBr.BrCCBr.BrCCBr.BrCCBr.BrCCBr spin_multiplicity=1
Br -0.672 -5.829 -2.784
Br -4.239 -0.832 -2.989
Br -1.746 6.033 -1.394
Br 4.373 -3.528 2.205
Br -4.934 0.331 2.074
Br -0.876 -2.552 2.900
Br 0.261 -2.265 -0.786
Br -7.209 2.353 -0.220
Br 3.963 -0.137 -0.953
Br 4.008 -3.948 -3.499
Br -1.433 1.976 -0.214
Br 3.153 4.706 -1.164
Br 1.966 0.762 2.286
Br -0.003 -2.642 -6.034
Br 0.778 6.505 2.441
Br 1.480 3.900 5.635
Br -3.599 -3.619 6.493
Br -3.406 2.713 -4.007
Br 2.153 -3.446 6.276
Br 1.725 1.246 -3.580
C 1.813 2.640 -2.253
C -1.241 5.948 0.475
C -5.185 0.322 0.214
C -1.340 -2.800 4.817
C 3.550 -3.513 4.865
C 2.210 2.398 3.347
C 0.243 6.282 0.565
C -2.259 1.156 -3.763
C -2.880 -0.098 -4.228
C 1.383 2.247 4.500
C -0.971 0.097 0.208
C -0.632 -3.352 -4.366
C 3.583 -2.139 -2.952
C -0.235 -0.408 -1.031
C 0.134 -4.594 -4.101
C -5.352 1.679 -0.345
C -2.672 -3.690 4.757
C 3.079 -4.018 3.523
C 4.453 -1.865 -1.786
C 2.942 3.538 -2.628
H 3.808 2.943 -2.795
H -1.303 1.387 -4.251
H 0.677 0.124 -1.157
H 2.972 -5.097 3.436
H -0.423 -2.596 -3.678
H -2.147 -0.871 -4.135
H -1.411 -1.827 5.312
H 1.895 2.232 -1.228
H -0.576 -3.342 5.446
H -3.338 -0.016 -5.175
H -0.378 0.062 1.078
H 3.792 -1.466 -3.784
H -0.923 -0.219 -1.831
H -1.691 -3.521 -4.485
H -5.234 1.660 -1.482
H -1.906 6.599 0.989
H -2.023 1.156 -2.683
H 2.547 -2.080 -2.775
H 2.764 3.948 -3.609
H 3.735 -2.460 4.748
H 0.256 -5.044 -5.051
H 0.361 2.081 4.158
H -4.250 -0.206 -0.189
H -2.422 -4.762 4.584
H 5.457 -1.735 -2.167
H -3.380 -3.328 3.959
H 1.105 -4.396 -3.723
H 0.879 5.510 0.075
H 0.822 3.137 -2.251
H 2.106 -3.661 3.121
H 0.429 7.261 0.135
H -1.938 -0.383 0.351
H 4.339 -4.222 5.226
H 4.314 -2.566 -0.977
H 1.751 1.403 5.075
H 3.265 2.365 3.653
H -1.511 4.944 0.714
H -6.056 -0.302 -0.024
H -4.741 2.449 0.170
H 2.012 3.285 2.718


47
Properties=species:S:1:pos:R:3 method="wB97M-V/def2-TZVPD" e_homo_ev=-11.661 e_tot_ev=-34304.249 orbital_gap_ev=3.5 charge=+1 spin_multiplicity=1
Hg 1.167 -3.197 1.581
O -4.296 -0.333 1.519
O 5.290 3.070 1.238
O -4.470 1.168 -4.098
O 2.155 0.411 -0.760
O 0.297 -1.258 -2.430
O 0.423 -3.263 3.654
O 2.317 2.503 1.021
O 0.142 -1.320 0.433
O -2.452 -0.781 -4.403
N -0.701 -1.968 5.182
N 0.138 -3.908 5.826
C 0.688 0.086 -2.680
C -3.144 -0.612 -3.193
C 4.540 2.644 0.078
C -0.858 -0.418 0.740
C -0.014 -3.063 4.802
C -3.534 0.884 -3.098
C 3.118 3.220 0.108
C 2.163 0.248 -2.170
H -1.780 -0.774 0.276
H -2.685 1.561 -3.246
H 0.163 -1.385 -1.482
H -4.087 -1.162 -3.279
H -1.541 -2.049 5.733
H -4.080 1.487 -4.912
H -0.063 0.778 -2.287
H -2.665 -0.900 -2.252
H -3.798 1.098 -2.058
H 5.087 3.179 -0.703
H 0.051 -3.602 6.778
H 4.554 3.159 1.859
H -3.340 -0.267 1.455
H 2.541 1.088 -2.752
H 2.704 -0.658 -2.441
H -0.799 -1.193 4.541
H 3.096 4.257 0.449
H 1.542 -0.198 -0.326
H -0.600 0.616 0.478
H 2.717 3.158 -0.908
H 4.550 1.554 0.116
H 1.805 1.881 0.486
H 0.498 -4.827 5.623
H -1.873 -1.545 -4.318
H -1.002 -0.272 1.821
H -4.590 0.557 1.738
H 0.626 0.345 -3.739